Record 1
ORCA calculation (ωB97M-V with the def2-TZVPD basis set) on a cluster of 3 separate species, C5H13NO2 in total.

Properties
Molecular weight (Da): 119.16
Max |F| (hartree/bohr): 0.06537
Net charge: 0
2S+1: 1
Orbital gap (eV): 5.517

```
21
C5H13NO2 (ωB97M-V with the def2-TZVPD basis set)
O -0.615 -0.468 -1.648
O 0.703 -2.935 -1.535
N 0.727 0.443 0.037
C -1.309 -0.015 1.999
C 1.862 -0.011 -0.792
C -1.451 -0.453 0.572
C 0.483 1.804 0.302
C -0.513 -0.243 -0.427
H -1.716 0.991 2.165
H -2.354 -0.960 0.254
H 0.314 -3.507 -2.200
H 2.788 0.504 -0.520
H 0.604 2.047 1.359
H 2.026 -1.059 -0.593
H -1.967 -0.614 2.637
H -0.661 1.842 0.106
H -0.295 -0.142 2.367
H -1.446 2.183 -0.335
H 0.115 -2.150 -1.591
H 1.042 2.517 -0.321
H 1.663 0.227 -1.836
```

The computed Mulliken charges, all in e, follow: -0.745 -0.641 0.189 -1.154 -0.936 -0.248 -0.366 0.152 0.283 0.397 0.269 0.380 0.323 0.336 0.377 -0.519 0.346 0.418 0.393 0.381 0.363

=====

Record 2
ORCA calculation (ωB97M-V with the def2-TZVPD basis set) on a cluster of 2 separate species, C3H3N3O in total.

Properties
Molecular weight (Da): 97.08
Max |F| (hartree/bohr): 0.04607
Net charge: 0
2S+1: 1
Structure (SMILES): N=C=CC=O.N#N
Orbital gap (eV): 9.597

```
10
C3H3N3O (ωB97M-V with the def2-TZVPD basis set)
O -1.408 0.155 1.616
N -0.385 1.492 -1.330
N 0.543 1.882 -0.885
N 2.031 -0.219 0.588
C -0.277 -0.709 -0.288
C -1.417 -0.504 0.597
C 0.939 -0.363 0.109
H -2.312 -1.060 0.292
H 2.687 0.552 0.524
H -0.401 -1.227 -1.223
```

The computed Mulliken charges, all in e, follow: -0.516 -0.025 -0.007 -0.395 -0.821 0.084 0.630 0.341 0.300 0.408

=====

Record 3
ORCA calculation (ωB97M-V with the def2-TZVPD basis set) on a structure of composition C3H5N5.

Properties
Molecular weight (Da): 111.11
Max |F| (hartree/bohr): 0.16062
Net charge: 0
2S+1: 1
Orbital gap (eV): 8.555

```
13
C3H5N5 (ωB97M-V with the def2-TZVPD basis set)
N 1.164 1.098 1.404
N 0.468 0.374 -1.780
N 1.239 0.439 -0.824
N -0.691 -0.491 -1.924
N -0.432 -0.471 0.515
C -0.832 -0.454 1.938
C 0.569 0.396 0.474
C -1.085 -0.690 -0.726
H 0.757 1.029 2.208
H 0.170 -0.357 2.613
H -1.811 0.469 2.042
H -1.345 -1.808 2.102
H -1.923 -1.496 -0.811
```

The computed Mulliken charges, all in e, follow: -0.652 -0.256 -0.125 -0.202 0.131 -0.975 0.609 0.078 0.180 0.348 0.283 0.297 0.284

=====

Record 4
ORCA calculation (ωB97M-V with the def2-TZVPD basis set) on an isolated molecule of C4H7N.

Properties
Molecular weight (Da): 69.11
Max |F| (hartree/bohr): 0.09340
Net charge: 0
2S+1: 1
Structure (SMILES): [H]/N=C1/C[C@@H]1C
Orbital gap (eV): 9.238

```
12
C4H7N (ωB97M-V with the def2-TZVPD basis set)
N -2.357 0.433 0.102
C -1.144 0.119 0.102
C 0.176 -0.014 -0.498
C -0.182 -1.420 0.161
C 1.296 0.773 0.123
H 2.318 0.423 0.127
H -0.689 -2.246 -0.283
H -2.456 1.244 -0.392
H 1.404 1.729 -0.220
H 0.354 -0.035 -1.533
H 1.005 0.830 1.257
H 0.274 -1.837 1.054
```

The computed Mulliken charges, all in e, follow: -0.616 0.256 0.385 -0.882 -1.298 0.329 0.304 0.245 0.371 0.383 0.266 0.258

=====

> What is the formula in the second record?

C3H3N3O

=====

> Among the records above, which one has the lowest max |F|?

C3H3N3O